The following is a quantum chemistry calculation of a structure of composition C36H29BrN2O2P2Ru in a non-equilibrium geometry, from OMol25.

## Properties
- Spin multiplicity: 2
- Energy above the lowest of the compared OMol25 structures with the same formula, charge and spin: 143.65 kJ/mol
- Calculated total energy: -136074.3764 eV
- Total charge: +1
- Highest occupied orbital energy (spin up / spin down): -10.56 / -10.57 eV
- Lowest unoccupied orbital energy (spin up / spin down): -3.30 / -5.18 eV
- Orbital gap (spin up / spin down): 0.2667 / 0.1983 Ha

```
73
C36H29BrN2O2P2Ru | OMol25 | the ωB97M-V functional and the def2-TZVPD basis
Ru 0.116 -0.357 -0.003
Br 0.028 -3.606 -0.479
P 0.819 0.015 2.296
P 0.826 0.121 -2.274
O -1.636 0.942 0.235
O -3.828 1.191 -0.169
N 2.563 0.239 0.039
N -1.770 -1.617 -0.180
C -0.364 -3.432 4.106
C 0.556 2.744 2.855
C -2.867 -3.723 -0.315
C 3.044 0.896 1.118
C -1.664 2.396 4.485
C 0.682 -2.087 5.805
C 2.679 0.345 -2.386
C 3.079 0.842 -1.055
C -4.134 -1.693 -0.066
C -0.246 -3.148 -5.328
C -2.939 -0.995 -0.062
C 0.612 1.939 -4.374
C 0.263 3.151 -4.938
C 3.914 1.942 -0.665
C -0.106 -2.438 3.173
C -0.447 2.600 -2.303
C -1.094 3.653 4.345
C -4.091 -3.072 -0.196
C 0.026 1.469 3.047
C 0.948 -1.098 4.875
C -1.113 1.305 3.832
C -1.004 -1.988 -5.255
C -0.681 -0.999 -4.339
C 0.426 -1.155 -3.505
C 0.825 -3.329 -4.465
C -1.738 -2.934 -0.305
C 0.540 -1.266 3.551
C 1.153 -2.343 -3.549
C 0.002 3.829 3.514
C 3.892 1.976 0.702
C 2.623 0.439 2.458
C 0.260 1.662 -3.049
C -2.825 0.532 0.007
C -0.437 4.091 -4.189
C 0.019 -3.248 5.426
C -0.795 3.814 -2.879
H -0.489 -3.908 -6.058
H -0.404 -2.553 2.139
H -0.853 -4.348 3.803
H -1.503 4.497 4.885
H 0.997 -1.956 6.832
H -1.558 0.324 3.941
H 1.149 1.199 -4.957
H -0.204 -4.009 6.162
H 2.944 1.028 -3.188
H 3.122 -0.501 2.711
H -5.056 -1.138 0.021
H 1.401 -4.244 -4.497
H -1.853 -1.849 -5.912
H 3.120 -0.639 -2.566
H -1.279 -0.100 -4.277
H -5.007 -3.646 -0.229
H 0.544 3.371 -5.960
H -2.542 2.266 5.103
H 4.442 2.594 -1.342
H -0.710 5.039 -4.632
H 2.809 1.176 3.235
H 1.977 -2.497 -2.861
H -2.790 -4.796 -0.409
H 0.428 4.814 3.378
H 1.401 2.882 2.190
H -0.731 2.372 -1.281
H -1.340 4.552 -2.304
H 4.408 2.655 1.361
H 1.457 -0.189 5.171
```

Electronic structure analysis, Löwdin charges in units of e:
1 Ru 0.80
2 Br 0.82
3 P 1.01
4 P 1.01
5 O -0.17
6 O 0.09
7 N 0.01
8 N -0.04
9 C -0.06
10 C -0.09
11 C -0.07
12 C -0.33
13 C -0.06
14 C -0.06
15 C -0.20
16 C -0.31
17 C 0.03
18 C -0.07
19 C -0.16
20 C -0.11
21 C -0.07
22 C 0.02
23 C -0.11
24 C -0.07
25 C -0.07
26 C -0.02
27 C -0.36
28 C -0.08
29 C -0.08
30 C -0.06
31 C -0.09
32 C -0.38
33 C -0.08
34 C -0.71
35 C -0.38
36 C -0.15
37 C -0.07
38 C 0.01
39 C -0.22
40 C -0.38
41 C -0.60
42 C -0.06
43 C -0.06
44 C -0.06
45 H 0.11
46 H 0.03
47 H 0.11
48 H 0.11
49 H 0.11
50 H 0.11
51 H 0.11
52 H 0.11
53 H 0.10
54 H 0.11
55 H 0.13
56 H 0.11
57 H 0.11
58 H 0.10
59 H 0.11
60 H 0.12
61 H 0.11
62 H 0.11
63 H 0.12
64 H 0.11
65 H 0.10
66 H 0.09
67 H 0.11
68 H 0.11
69 H 0.10
70 H 0.08
71 H 0.11
72 H 0.12
73 H 0.11